No. 1
This record from OMol25 describes C25H59Ba2NO19 as an isolated structure at a distorted geometry. The level of theory is wB97M-V/def2-TZVPD.

Computed properties:
Strongest force on any atom in eV Å⁻¹: 8.10
M in g mol⁻¹: 952.39
HOMO energy in eV: -7.3
LUMO level in eV: -1.7
Multiplicity: 1
Total energy in hartree: -2523.4051
Frontier orbital gap in hartree: 0.2071

Each line ends with the Mulliken charge.
CARTESIAN COORDINATES (ANGSTROEM)
Ba  1.2382  -0.9532  -1.0239  0.04
Ba  2.2964  -4.2344  -3.7910  1.82
O  -1.4455  -1.7678  -4.6139  -0.60
C  -0.5958  -1.6201  -3.6099  0.53
O  -0.9778  -1.5223  -2.4114  -0.40
O  0.6205  -1.8361  -3.8224  -0.64
H  -2.2506  -1.7079  -4.0945  0.38
O  5.5797  -1.3053  -2.2694  -0.33
C  4.6548  -2.1803  -2.5936  0.37
O  3.4626  -2.0563  -2.3211  -0.28
O  4.9010  -3.1712  -3.2909  -0.96
H  6.2192  -1.9442  -2.5925  0.17
O  -1.4568  1.0361  2.4188  -0.58
C  -0.8034  0.4951  1.3417  0.13
O  0.0115  -0.3726  1.5493  -0.01
O  -0.8468  1.0259  0.2027  -0.65
H  -1.1879  0.4096  3.0947  0.33
O  0.0093  -3.4923  0.6213  -0.15
C  0.0882  -4.4640  -0.2988  0.37
O  0.5574  -4.2880  -1.3826  -0.51
O  -0.1738  -5.5812  0.0737  -0.75
H  -0.5303  -3.8985  1.3035  0.19
C  3.7349  2.3288  1.1765  -0.83
C  3.2895  2.1030  -0.2120  0.09
O  3.5286  0.7465  -0.5409  1.24
H  4.8241  2.3670  1.1679  0.05
H  3.4420  1.4906  1.8089  -0.27
H  3.4724  3.3033  1.5883  0.49
H  3.8936  2.7090  -0.8872  0.26
H  2.2360  2.3257  -0.3812  0.14
H  4.4657  0.7666  -0.7483  -0.44
C  4.9356  -3.0929  2.0819  -1.42
C  4.2035  -1.9187  1.3933  0.15
O  2.9821  -2.2081  0.7998  0.12
H  5.2406  -3.8323  1.3415  0.33
H  4.3682  -3.4862  2.9254  0.38
H  5.9693  -2.8400  2.3176  0.42
H  4.9522  -1.6094  0.6641  0.04
H  4.1386  -1.1185  2.1306  -0.02
H  2.4072  -2.6185  1.4499  0.09
C  2.6236  0.9167  -4.1068  -0.54
C  1.2844  1.7382  -3.8940  -0.62
O  0.8560  1.7042  -2.5408  -0.09
H  3.2009  1.1315  -5.0060  0.50
H  2.3868  -0.1349  -4.2688  0.11
H  3.2577  0.9150  -3.2202  -0.03
H  0.4453  1.5493  -4.5635  0.43
H  1.4882  2.7928  -4.0794  0.45
H  0.0334  2.1985  -2.5150  0.24
C  7.0331  3.0895  -0.6767  -1.14
C  7.1161  1.5376  -0.8801  -0.23
O  5.9495  1.2307  -1.6290  -0.51
H  7.9816  3.5639  -0.4250  0.40
H  6.3275  3.4209  0.0851  0.24
H  6.7074  3.5776  -1.5953  0.28
H  7.2013  1.1788  0.1456  0.20
H  8.0060  1.2622  -1.4461  0.43
H  5.9634  0.3213  -1.9364  0.42
C  -2.5901  4.6919  -1.2061  -1.21
C  -1.3269  3.9453  -1.3798  -0.01
O  -1.5754  2.6597  -1.8029  -0.74
H  -3.3890  4.0548  -0.8267  0.21
H  -2.9940  4.8939  -2.1982  0.33
H  -2.5228  5.5668  -0.5596  0.34
H  -0.6771  3.9833  -0.5054  0.31
H  -0.8687  4.4319  -2.2408  0.25
H  -1.3484  2.0069  -1.1366  0.76
C  2.8388  1.2641  5.0783  -1.19
C  1.5253  1.0823  4.2966  -0.04
O  1.2359  -0.2528  4.1929  -0.56
H  3.6364  0.6827  4.6158  0.22
H  2.7822  0.9743  6.1275  0.34
H  3.1640  2.2933  4.9264  0.35
H  1.5268  1.7333  3.4224  0.19
H  0.6267  1.3589  4.8481  0.39
H  0.9730  -0.4825  3.2986  0.23
C  -5.7965  -0.0232  3.3983  -2.03
C  -5.5578  -0.8478  2.1218  2.26
C  -6.5259  -2.0142  2.0716  -1.30
C  -7.3421  -2.2777  0.7851  -0.93
C  -6.4382  -2.1574  -0.4507  -1.01
C  -5.7348  -0.7418  -0.5356  2.50
N  -5.6709  -0.0951  0.8323  -0.06
O  -4.8670  0.9845  0.8490  -0.41
C  -4.3409  -0.7924  -1.2362  -2.28
C  -6.6852  0.1357  -1.3253  -2.09
C  -4.1308  -1.3891  2.0956  -1.20
H  -5.7606  -0.5699  4.3406  0.44
H  -6.6793  0.6152  3.3626  0.42
H  -4.9640  0.6789  3.3536  0.43
H  -5.9831  -2.9591  2.0944  0.26
H  -7.1211  -1.9004  2.9776  0.50
H  -8.0754  -1.4750  0.7067  0.27
H  -7.9526  -3.1570  0.9904  0.47
H  -7.1492  -2.4193  -1.2342  0.48
H  -5.7595  -3.0091  -0.4048  0.36
H  -3.7003  -1.3012  -0.5158  0.33
H  -4.2192  -1.3703  -2.1524  0.42
H  -3.9623  0.1990  -1.4848  0.38
H  -7.6034  0.3058  -0.7630  0.43
H  -6.2290  1.1152  -1.4689  0.35
H  -6.9925  -0.2218  -2.3081  0.41
H  -3.9497  -2.2858  1.5029  0.32
H  -3.8287  -1.6587  3.1076  0.59
H  -3.3054  -0.8321  1.6521  -0.44
H  -4.0071  0.5954  0.6734  0.16

---

No. 2
This record from OMol25 describes a 8-piece molecular cluster, C25H59BrFN4O11 overall at a distorted geometry. The level of theory is wB97M-V/def2-TZVPD.

Computed properties:
Strongest force on any atom in eV Å⁻¹: 6.57
Charge: +1
M in g mol⁻¹: 690.67
HOMO energy in eV: -11.1
LUMO level in eV: -3.8
Multiplicity: 1
Total energy in hartree: -4707.9649
Frontier orbital gap in hartree: 0.2661

Each line ends with the Mulliken charge.
CARTESIAN COORDINATES (ANGSTROEM)
C  9.0462  -1.5559  3.6650  -1.05
C  7.5845  -1.7142  4.2956  0.19
O  7.0811  -0.3484  4.5083  -0.54
C  6.5344  -2.5085  3.3850  -0.89
N  6.6013  -2.2022  1.9326  0.16
C  7.4770  -2.7530  0.9533  0.34
N  8.4537  -3.6670  1.0592  -0.04
F  8.7523  -4.2521  2.2349  -0.14
N  7.1975  -2.2116  -0.3585  -0.51
C  6.0890  -1.3413  -0.0285  0.29
C  5.4916  -0.6057  -1.3007  -0.78
C  6.3145  0.7790  -1.4603  0.41
O  7.3654  1.0242  -0.8182  -0.45
Br  5.7291  2.2144  -2.7344  -0.07
N  5.7211  -1.3052  1.3516  0.47
C  4.6146  -0.5234  1.9701  -0.36
C  4.4053  0.9434  1.3757  -0.26
C  3.2273  1.6274  2.2721  -0.48
C  1.8477  0.8914  1.8491  0.38
O  1.1734  1.2213  0.8482  -0.54
O  1.3076  -0.2149  2.6193  -0.47
H  9.0141  -1.2027  2.5796  0.23
H  9.6495  -0.7652  4.2441  0.36
H  9.6463  -2.5332  3.7884  0.28
H  7.7252  -2.1950  5.3317  0.38
H  7.1338  0.0407  3.6006  0.39
H  5.4855  -2.3434  3.8326  0.32
H  6.7370  -3.6335  3.5389  0.49
H  8.9547  -3.9285  0.1889  0.33
H  5.7582  -1.2289  -2.2306  0.42
H  4.3640  -0.4146  -1.2438  0.43
H  3.6558  -1.1626  1.9298  -0.22
H  4.8255  -0.3893  3.0970  0.39
H  5.3279  1.6231  1.4895  0.30
H  4.0025  0.9690  0.3038  0.23
H  3.0685  2.7246  2.0285  0.36
H  3.3568  1.4020  3.3835  0.33
H  1.5164  -1.0586  2.1584  0.32
C  0.2953  2.0785  5.4916  -0.78
C  -0.2520  3.4587  5.1881  -0.25
O  0.2362  3.9150  3.9304  -0.50
H  1.3887  2.0936  5.5091  0.17
H  -0.0672  1.7182  6.4571  0.37
H  -0.0008  1.3663  4.7153  0.17
H  0.0636  4.1718  5.9518  0.30
H  -1.3458  3.4477  5.1572  0.26
H  -0.0552  3.2845  3.2586  0.26
C  -3.2245  1.3731  0.8147  -1.00
C  -2.6580  -0.0152  0.5924  -0.03
O  -1.7391  -0.0015  -0.4941  -0.50
H  -3.7302  1.7298  -0.0864  0.18
H  -3.9367  1.3764  1.6432  0.35
H  -2.4248  2.0865  1.0353  0.27
H  -3.4566  -0.7197  0.3507  0.23
H  -2.1393  -0.3747  1.4873  0.26
H  -1.0305  0.6180  -0.2687  0.24
C  -5.9254  1.7583  -3.6665  -1.12
C  -6.3023  1.0529  -2.3787  0.20
O  -5.5709  -0.1627  -2.2528  -0.48
H  -6.1305  1.1182  -4.5282  0.27
H  -6.4838  2.6907  -3.7788  0.35
H  -4.8550  1.9849  -3.6849  0.37
H  -7.3659  0.8093  -2.3734  -0.03
H  -6.0887  1.6839  -1.5095  0.21
H  -4.6308  0.0613  -2.2490  0.25
C  9.9916  -0.2329  -4.0159  -0.96
C  10.0330  -1.3817  -3.0316  -0.17
O  10.1430  -0.8843  -1.7065  -0.50
H  10.8929  0.3795  -3.9365  0.27
H  9.9061  -0.6016  -5.0408  0.34
H  9.1421  0.4244  -3.8067  0.24
H  10.8940  -2.0229  -3.2299  0.33
H  9.1252  -1.9916  -3.1002  0.20
H  9.3607  -0.3289  -1.5488  0.24
C  -11.2413  -1.1934  -2.5306  -1.13
C  -10.2716  -0.0808  -2.8773  -0.15
O  -9.6851  0.4443  -1.6897  -0.54
H  -12.0273  -0.8237  -1.8671  0.26
H  -11.7039  -1.6029  -3.4317  0.35
H  -10.7296  -2.0017  -1.9996  0.37
H  -10.7903  0.7330  -3.3876  0.26
H  -9.4737  -0.4461  -3.5325  0.28
H  -9.2214  -0.2798  -1.2489  0.31
C  -3.1157  -2.9641  -1.9104  -0.74
C  -2.8778  -3.5562  -0.5364  -0.12
O  -3.0520  -4.9681  -0.5708  -0.55
H  -4.1249  -3.1970  -2.2587  0.27
H  -2.9894  -1.8790  -1.8942  0.07
H  -2.4204  -3.3883  -2.6410  0.37
H  -3.5881  -3.1456  0.1840  0.21
H  -1.8637  -3.3359  -0.1861  0.18
H  -2.4154  -5.3251  -1.2029  0.31
C  -13.0434  4.2116  -2.7391  -1.15
C  -12.4752  2.8257  -2.9716  -0.10
O  -11.5559  2.8509  -4.0575  -0.54
H  -13.5492  4.5742  -3.6374  0.28
H  -13.7555  4.2078  -1.9105  0.34
H  -12.2448  4.9242  -2.5130  0.34
H  -13.2728  2.1218  -3.2184  0.30
H  -11.9558  2.4601  -2.0797  0.21
H  -10.8503  3.4688  -3.8269  0.29

---

Which formula does entry 1 have?
C25H59Ba2NO19

---

What is the total energy in the second record?
-4707.9649 hartree

---

The lowest HOMO energy belongs to which entry?
C25H59BrFN4O11